Record 1
{"formula": "C16H32IN13OV", "method": "the ωB97M-V functional and the def2-TZVPD basis", "species": ["V", "N", "C", "C", "N", "C", "C", "N", "C", "C", "N", "H", "H", "H", "H", "H", "H", "H", "H", "H", "H", "H", "H", "H", "H", "H", "H", "H", "H", "N", "C", "C", "N", "C", "C", "N", "C", "C", "N", "H", "H", "H", "H", "H", "H", "N", "C", "N", "N", "C", "N", "H", "H", "H", "H", "N", "C", "O", "C", "I", "H", "H", "H", "H"], "xyz": [[-0.29365, -0.51175, -0.85216], [0.72402, -0.13215, -2.66106], [0.18216, -1.11645, -3.61029], [0.34620, -2.51903, -3.00727], [0.10869, -2.50822, -1.53869], [-1.16242, -3.18298, -1.20471], [-1.55161, -2.95885, 0.25882], [-1.45754, -1.52257, 0.59032], [1.25065, -3.10714, -0.79610], [1.59917, -2.32294, 0.47429], [1.41487, -0.88874, 0.21459], [0.54967, 0.80939, -3.00239], [1.73311, -0.23207, -2.59736], [0.69726, -1.08868, -4.57503], [-0.86504, -0.87661, -3.78600], [1.36312, -2.85251, -3.21120], [-0.32138, -3.22278, -3.50883], [-1.09885, -4.26244, -1.39494], [-1.94306, -2.76348, -1.84190], [-0.88951, -3.53662, 0.90213], [-2.56237, -3.34369, 0.40542], [-1.04895, -1.35689, 1.51135], [-2.38574, -1.11226, 0.60981], [2.13225, -3.08668, -1.43533], [1.05106, -4.15717, -0.55936], [2.62772, -2.55813, 0.75910], [0.96097, -2.59825, 1.31169], [2.23897, -0.47575, -0.21656], [1.26260, -0.42581, 1.11188], [-1.93260, 2.91688, 0.54545], [-0.76909, 3.09424, 1.24679], [0.04695, 2.05872, 0.90354], [-0.59311, 1.25038, 0.00357], [-1.79205, 1.79302, -0.19708], [-2.65930, 1.15589, -1.14277], [-2.21401, 0.06949, -1.76901], [-3.22707, -0.32207, -2.60492], [-4.28454, 0.52914, -2.48108], [-3.91525, 1.45963, -1.54664], [-2.72602, 3.53480, 0.57187], [-0.62652, 3.91816, 1.92292], [1.05064, 1.86703, 1.23480], [-3.14817, -1.17002, -3.26369], [-5.24795, 0.53021, -2.95824], [-4.47819, 2.24341, -1.26027], [0.70150, -0.11403, 7.41690], [0.86376, 0.25694, 6.14344], [1.72345, 1.25726, 5.87425], [0.17486, -0.37823, 5.23242], [0.18744, -0.30422, 3.95121], [0.10914, -0.38404, 2.78792], [1.21238, 0.31115, 8.16942], [0.08502, -0.88021, 7.62320], [2.20986, 1.74247, 6.60731], [1.81347, 1.60420, 4.93775], [3.87597, 3.02688, -2.12291], [2.67151, 2.73358, -1.60788], [2.36826, 1.60793, -1.22656], [1.70330, 3.89507, -1.52218], [0.04104, 3.58107, -2.85564], [4.56487, 2.29567, -2.19668], [4.12735, 3.94349, -2.44890], [2.14349, 4.84890, -1.79232], [1.27724, 3.93848, -0.52621]], "mulliken_spin": [2.867, 0.024, 0.019, 0.020, -0.045, 0.043, 0.008, 0.007, 0.010, 0.011, -0.033, 0.006, 0.019, 0.003, -0.010, -0.003, 0.000, 0.006, -0.019, -0.003, -0.001, -0.007, 0.010, -0.003, -0.001, -0.001, -0.005, 0.022, -0.004, 0.022, -0.020, 0.050, -0.129, 0.115, 0.028, -0.067, 0.023, -0.005, 0.014, -0.001, -0.001, 0.005, 0.001, 0.001, -0.001, 0.000, 0.000, 0.000, 0.000, 0.002, 0.010, 0.000, 0.000, 0.000, 0.000, 0.000, 0.002, 0.011, 0.002, 0.001, 0.000, 0.000, 0.000, 0.000], "spin_multiplicity": 4, "e_homo_ev": [-11.6, -13.6], "total_charge": 2, "s_squared": 3.7604, "orbital_gap_ev": [7.090, 8.941], "e_tot_ev": -72310.9602}

***

Record 2
{"formula": "C16H32IrNO2P2Si", "method": "the ωB97M-V functional and the def2-TZVPD basis", "species": ["Ir", "P", "C", "C", "N", "C", "C", "C", "C", "C", "P", "H", "H", "H", "H", "H", "H", "H", "H", "O", "H", "H", "O", "H", "C", "H", "H", "H", "C", "H", "H", "H", "C", "H", "H", "H", "C", "H", "H", "H", "C", "Si", "C", "C", "C", "C", "H", "H", "H", "H", "H", "H", "H", "H", "H"], "xyz": [[-0.41763, -0.02266, -0.02594], [-0.52858, 1.97674, -1.06745], [-2.36876, 2.31149, -0.89389], [-3.14518, 1.02608, -0.76968], [-2.51730, -0.00696, -0.16767], [-3.14283, -1.14872, 0.15449], [-4.49035, -1.27830, -0.15037], [-5.19025, -0.21247, -0.69771], [-4.51920, 0.96280, -0.98967], [-2.35152, -2.25721, 0.79322], [-0.77737, -1.60055, 1.55532], [-5.00448, 1.85531, -1.37542], [-4.94832, -2.23552, 0.06757], [-6.24977, -0.29774, -0.90020], [-2.93985, -2.77174, 1.56507], [-2.04798, -3.00272, 0.03959], [-2.53147, 2.86023, 0.07620], [-2.77749, 3.03108, -1.61305], [-2.00367, 2.92665, 2.06258], [-2.96599, 3.12119, 1.82634], [-3.01231, 4.07209, 1.76066], [-0.31828, 1.45231, 2.03792], [-0.45188, 2.28487, 2.54653], [-0.66273, 1.94917, 3.44662], [-1.32710, -1.08705, 3.21853], [-1.86631, -1.90664, 3.70315], [-0.42852, -0.83128, 3.78758], [-1.98602, -0.21547, 3.13219], [0.38766, -2.96872, 1.74590], [1.23877, -2.57440, 2.31407], [-0.07089, -3.81320, 2.27548], [0.72856, -3.26829, 0.74866], [-0.06747, 1.69988, -2.79075], [-0.28180, 2.58115, -3.39975], [1.00771, 1.48525, -2.77213], [-0.61253, 0.82312, -3.15432], [0.32817, 3.46992, -0.51667], [1.37769, 3.30105, -0.76138], [-0.04674, 4.35979, -1.03567], [0.22472, 3.57711, 0.56693], [4.89876, -2.36422, 0.30555], [4.22167, -1.24209, -1.03047], [5.27943, 0.28961, -1.20507], [4.20221, -2.17789, -2.65344], [2.54179, -0.70230, -0.55303], [1.37477, -0.33061, -0.24995], [5.92400, -2.66084, 0.05165], [4.29156, -3.27215, 0.41073], [4.91370, -1.85643, 1.27795], [6.30447, 0.00381, -1.46924], [4.88715, 0.95253, -1.98666], [5.30339, 0.85701, -0.26631], [3.58003, -3.07935, -2.58916], [3.81162, -1.55915, -3.47090], [5.22273, -2.48560, -2.91456]], "mulliken_spin": [2.148, 0.284, -0.007, 0.023, -0.095, 0.049, -0.016, 0.037, -0.004, -0.004, 0.142, 0.001, 0.001, 0.001, 0.006, 0.029, -0.029, 0.007, -0.025, -0.002, -0.003, -0.010, 0.087, 0.004, 0.003, 0.018, -0.011, 0.007, 0.046, 0.001, 0.010, -0.019, 0.041, 0.010, -0.013, -0.006, 0.022, -0.007, 0.012, 0.020, 0.038, -0.006, 0.040, 0.038, 0.862, 0.274, 0.002, -0.002, -0.001, 0.003, -0.003, -0.002, -0.001, -0.001, 0.002], "spin_multiplicity": 5, "e_homo_ev": [-12.0, -15.5], "total_charge": 2, "s_squared": 6.0433, "orbital_gap_ev": [6.368, 5.795], "e_tot_ev": -51972.7717}

***

Record 3
{"formula": "C16H32N2O6PS2", "method": "the ωB97M-V functional and the def2-TZVPD basis", "species": ["O", "C", "O", "C", "C", "C", "C", "C", "N", "N", "S", "C", "P", "S", "C", "H", "H", "H", "H", "H", "H", "H", "H", "H", "H", "H", "H", "C", "O", "C", "C", "O", "C", "H", "H", "H", "H", "H", "H", "H", "H", "H", "H", "C", "O", "C", "C", "O", "C", "H", "H", "H", "H", "H", "H", "H", "H", "H", "H"], "xyz": [[7.39217, 0.32663, -1.42683], [6.71262, 0.89632, -2.21749], [5.93244, 0.17326, -3.10457], [6.67707, 2.47161, -2.28116], [5.22812, 3.01548, -2.62695], [4.31022, 2.81250, -1.33114], [3.05921, 1.94161, -1.64179], [3.18496, 0.48144, -1.60451], [2.13535, -0.28591, -1.89955], [1.02924, 0.33070, -2.21045], [-0.30314, -0.74760, -2.64333], [0.71015, 1.64964, -2.26153], [-0.98568, 2.34488, -2.72501], [-2.41960, 1.77026, -1.56411], [1.80157, 2.59065, -1.95173], [5.69299, 0.71751, -3.87371], [6.96513, 2.82030, -1.26370], [7.40305, 2.83710, -3.05084], [5.36275, 4.10394, -2.85777], [4.80462, 2.53795, -3.54002], [3.90832, 3.83257, -1.09651], [4.92696, 2.40729, -0.50046], [4.14733, -0.02206, -1.36501], [0.04764, -1.34604, -3.83974], [-0.82675, 3.75737, -2.53710], [-1.21266, 2.16670, -4.11851], [1.66799, 3.68713, -1.98320], [-3.00576, 2.02220, 5.02415], [-2.10567, 1.58346, 4.01703], [-2.41033, 0.27541, 3.54552], [-3.13102, 0.32046, 2.20949], [-4.42864, 0.89341, 2.33555], [-4.47436, 2.24084, 1.89633], [-2.85492, 3.09236, 5.17030], [-4.04679, 1.85224, 4.74082], [-2.79152, 1.50757, 5.96616], [-2.99460, -0.28063, 4.28507], [-1.45675, -0.24547, 3.41136], [-3.26906, -0.70431, 1.85257], [-2.53663, 0.86008, 1.46383], [-4.43197, 2.27455, 0.80215], [-3.65708, 2.83368, 2.31431], [-5.42055, 2.67315, 2.22234], [-2.54954, -2.62359, -0.34791], [-2.61377, -2.93221, 1.03302], [-3.39938, -4.09246, 1.29617], [-2.52501, -5.30742, 1.55249], [-1.81591, -5.69334, 0.37984], [-0.46098, -5.27507, 0.40109], [-1.76471, -1.87884, -0.49292], [-2.31140, -3.50333, -0.95151], [-3.50216, -2.19550, -0.67862], [-4.10125, -4.28245, 0.47855], [-3.98367, -3.88436, 2.19748], [-3.16773, -6.14898, 1.82736], [-1.83629, -5.12512, 2.38311], [0.10930, -5.89771, 1.09749], [-0.36367, -4.22383, 0.68486], [-0.05024, -5.40601, -0.60075]], "mulliken_charge": [-0.495, 0.520, -0.483, -0.649, -0.607, -0.907, 0.484, -0.198, -0.890, 0.605, -0.093, 0.480, 0.123, -0.267, -0.563, 0.351, 0.341, 0.322, 0.359, 0.443, 0.343, 0.558, 0.468, 0.186, 0.123, 0.149, 0.306, -0.736, -0.394, -0.590, 0.300, -0.423, -0.614, 0.239, 0.334, 0.321, 0.375, 0.315, -0.011, 0.091, 0.189, 0.311, 0.273, -0.649, -0.278, -0.560, -0.539, -0.376, -0.666, -0.090, 0.538, 0.365, 0.374, 0.384, 0.373, 0.325, 0.332, 0.244, 0.233], "e_homo_ev": -10.7, "total_charge": 1, "orbital_gap_ev": 5.332, "e_tot_ev": -63323.4252}

***

Record 4
{"formula": "C16H32N3O2PPdS5", "method": "the ωB97M-V functional and the def2-TZVPD basis", "species": ["Pd", "S", "S", "S", "S", "O", "P", "N", "C", "C", "C", "C", "N", "C", "C", "C", "C", "N", "C", "C", "C", "C", "H", "H", "H", "H", "H", "H", "H", "H", "H", "H", "H", "H", "H", "H", "H", "H", "H", "H", "H", "H", "H", "H", "H", "H", "O", "S", "C", "C", "C", "C", "H", "H", "H", "H", "H", "H", "H", "H"], "xyz": [[0.48956, 0.66925, 0.68198], [-0.11869, 2.85211, -0.23910], [1.74510, 3.76992, -0.03076], [3.14964, 2.41759, -0.67793], [2.87672, 0.75131, 0.56254], [-2.16883, -1.74917, -1.51665], [-1.06645, -2.70190, -1.67614], [-1.52025, -3.82962, -2.89748], [-2.71168, -3.47365, -3.67673], [-2.70482, -4.48540, -4.81357], [-1.21785, -4.58044, -5.14875], [-0.53523, -4.46141, -3.77883], [-0.80264, -3.61777, -0.30371], [0.02508, -4.82400, -0.26795], [-0.71995, -5.79073, 0.65690], [-1.52894, -4.84656, 1.54567], [-1.99289, -3.79614, 0.55386], [0.39028, -2.08679, -2.15157], [1.69054, -2.71662, -1.95834], [2.55099, -1.96069, -2.96182], [2.07384, -0.52387, -2.77142], [0.57875, -0.63086, -2.39864], [-2.65405, -2.45016, -4.06896], [-3.60269, -3.52490, -3.05146], [-3.31868, -4.17043, -5.65908], [-3.07877, -5.44980, -4.45818], [-0.92566, -3.74193, -5.78501], [-0.94677, -5.50123, -5.66842], [0.37277, -3.85666, -3.85203], [-0.25388, -5.45207, -3.39958], [1.01620, -4.58645, 0.14011], [0.17462, -5.25942, -1.26064], [-0.04278, -6.45440, 1.19811], [-1.40091, -6.41103, 0.06599], [-0.89599, -4.37030, 2.29818], [-2.35945, -5.33474, 2.05796], [-2.25683, -2.85546, 1.02602], [-2.84539, -4.17337, -0.03292], [1.65059, -3.78828, -2.17951], [2.06211, -2.58652, -0.93315], [2.32486, -2.34044, -3.96557], [3.62027, -2.08391, -2.77721], [2.25708, 0.13560, -3.61787], [2.58840, -0.09674, -1.90756], [-0.09918, -0.29664, -3.18411], [0.47752, -0.01286, -1.47397], [-0.96909, -1.80667, 2.75885], [0.16369, -0.99820, 2.16940], [1.02463, -0.35910, 3.64443], [1.87405, -1.48800, 4.25683], [1.71478, -2.74782, 3.39123], [1.47150, -2.24815, 1.98213], [0.23214, -0.00039, 4.29835], [1.62443, 0.48448, 3.30199], [1.58979, -1.68512, 5.29332], [2.92110, -1.17648, 4.26085], [0.83920, -3.31438, 3.71854], [2.59280, -3.39838, 3.45323], [1.09765, -2.98413, 1.27166], [2.33120, -1.72455, 1.55595]], "mulliken_charge": [-0.649, -0.578, -0.185, -0.212, -0.544, -0.883, -0.508, 0.244, -0.665, -0.607, -0.825, 0.275, 0.653, -0.215, -0.985, -0.054, -0.967, 0.556, -0.058, -0.811, -0.166, 0.204, 0.317, 0.270, 0.373, 0.281, 0.319, 0.387, -0.250, 0.193, 0.346, 0.049, 0.373, 0.376, -0.305, 0.437, 0.305, 0.387, 0.336, -0.042, 0.294, 0.426, 0.383, -0.335, 0.394, -0.340, -0.984, 1.075, -0.643, -0.687, -0.783, 1.009, 0.422, 0.358, 0.319, 0.260, 0.238, 0.493, -1.454, 0.382], "e_homo_ev": 0.4, "total_charge": -2, "orbital_gap_ev": 3.913, "e_tot_ev": -92624.9055}